Record 1
47
Properties=species:S:1:pos:R:3 method="wB97M-V/def2-TZVPD" multiplicity=3 gap_ha="0.279 / 0.278" total_charge=-1 lumo_energy_ev="2.9 / 2.9"
Co -0.0193 -0.1222 -0.0864
N -1.2765 0.8613 1.3292
C -2.4820 0.0359 1.5331
C -2.0419 -1.4454 1.3402
O -2.4409 -2.2782 2.1392
O -1.2706 -1.5793 0.3347
H -0.7780 0.9860 2.2030
H -1.4938 1.7861 0.9766
H -3.1983 0.2823 0.7497
H -2.9459 0.1744 2.5087
C 2.4019 -3.0606 -2.0290
Ge 3.4052 -1.4828 -1.4183
C 3.3826 -0.1725 -2.8791
C 5.2924 -2.0573 -1.2070
Ge 2.2551 -0.5513 0.5074
C 2.3173 -1.8176 2.0321
C 1.4370 -1.6642 3.1040
C 1.4457 -2.5302 4.1869
C 2.3431 -3.5888 4.2178
C 3.2191 -3.7710 3.1579
C 3.2011 -2.8943 2.0806
C 3.2580 1.0407 1.1355
C 4.4119 1.4977 0.5026
C 5.0967 2.6184 0.9560
C 4.6407 3.3117 2.0670
C 3.4935 2.8738 2.7167
C 2.8168 1.7572 2.2495
H 2.8366 -3.4528 -2.9508
H 1.3662 -2.7791 -2.2180
H 2.4099 -3.8491 -1.2754
H 3.7152 -0.6436 -3.8074
H 4.0361 0.6749 -2.6669
H 2.3625 0.1979 -2.9836
H 5.6405 -2.4196 -2.1777
H 5.4128 -2.8638 -0.4830
H 5.9355 -1.2309 -0.9015
H 0.7028 -0.8643 3.0833
H 0.7388 -2.3932 4.9961
H 2.3489 -4.2753 5.0557
H 3.9155 -4.6015 3.1675
H 3.8944 -3.0563 1.2616
H 4.7897 0.9741 -0.3693
H 5.9897 2.9510 0.4393
H 5.1726 4.1853 2.4241
H 3.1268 3.4066 3.5865
H 1.9225 1.4325 2.7736
O 0.4967 0.6399 -1.4484



Record 2
111
Properties=species:S:1:pos:R:3 method="wB97M-V/def2-TZVPD" multiplicity=7 gap_ha="0.276 / 0.067" total_charge=+2 lumo_energy_ev="-4.3 / -10.0"
Mn -1.0807 2.5909 -0.8123
C 0.8411 -1.5209 0.4300
F 0.9996 -2.3294 1.4474
F 1.9863 -1.5948 -0.3277
F -0.1595 -1.9418 -0.3344
S 0.5549 0.2986 0.9258
O 0.0409 0.9387 -0.2804
O -0.4741 0.2579 1.9640
O 1.8845 0.6294 1.2889
C 5.4310 0.2160 1.5290
C 6.8799 0.2846 1.2854
C 7.1822 -0.1587 -0.2404
O 6.5364 0.8323 -0.9956
C 5.6598 0.3301 -1.9325
N 7.0567 1.7155 1.4677
H 4.8849 -0.7085 1.3415
H 4.7888 0.9688 1.0718
H 5.2392 0.2582 2.6011
H 7.3747 -0.3658 2.0066
H 6.9742 -1.1892 -0.5285
H 8.2626 -0.0319 -0.3081
H 6.1405 -0.3007 -2.6802
H 5.2742 1.2040 -2.4576
H 4.7817 -0.0953 -1.4466
H 6.7305 2.1291 0.6060
H 6.3334 2.0605 2.0825
C -3.0269 -5.8507 0.7572
C -1.8029 -6.1184 -0.1726
C -0.9141 -4.8521 -0.3777
O 0.1450 -5.0199 -1.3721
C 1.3087 -5.7268 -1.0741
N -0.9487 -6.9523 0.5966
H -3.5488 -6.7360 1.1206
H -3.9253 -5.3376 0.4143
H -2.6840 -5.2147 1.5734
H -2.1790 -6.4927 -1.1247
H -0.5410 -4.4346 0.5576
H -1.6242 -4.0362 -0.5118
H 1.0855 -6.7342 -0.7229
H 1.9237 -5.1872 -0.3539
H 1.9307 -5.7608 -1.9685
H -0.4163 -6.4345 1.2811
H -0.1287 -7.2349 0.0790
C -0.0646 0.9212 -4.8061
C 0.2485 1.1341 -3.2942
C 1.7147 1.6096 -3.0458
O 1.8206 2.9062 -3.6253
C 3.1326 3.2090 -4.0115
N -0.7231 2.1845 -2.8083
H -1.0948 0.6797 -5.0679
H 0.5115 0.0427 -5.0967
H 0.2873 1.7120 -5.4686
H 0.1279 0.1575 -2.8255
H 2.4831 0.9326 -3.4189
H 2.0696 1.7796 -2.0293
H 3.8573 3.0874 -3.2064
H 3.1003 4.1937 -4.4776
H 3.4120 2.5367 -4.8227
H -0.6511 2.8217 -3.5886
H -1.6272 1.7577 -2.9514
C -3.2061 -1.2114 -0.2259
C -2.8374 0.0007 -1.0764
C -3.8730 0.1942 -2.2433
O -3.3589 1.3140 -2.9371
C -4.3553 1.6478 -4.0348
N -2.7572 1.1817 -0.2797
H -3.2961 -2.1823 -0.7131
H -4.1395 -0.9394 0.2671
H -2.4258 -1.3948 0.5128
H -1.9016 -0.2544 -1.5737
H -4.8499 0.4583 -1.8382
H -3.9718 -0.6404 -2.9373
H -5.0548 2.3467 -3.5762
H -4.8024 0.7675 -4.4966
H -3.8443 2.2531 -4.7835
H -3.7112 1.1404 0.0492
H -2.2302 0.9035 0.5358
C -2.6857 -2.6995 3.3134
C -2.5758 -1.4656 4.2073
C -3.6978 -0.4630 3.9647
O -3.5371 0.7816 4.6379
C -4.4224 1.8229 4.2226
N -2.6657 -1.9781 5.5573
H -2.9756 -2.4954 2.2827
H -3.5005 -3.3485 3.6342
H -1.6901 -3.1372 3.3865
H -1.6002 -0.9975 4.0765
H -4.7062 -0.8000 4.2048
H -3.7168 -0.2145 2.9036
H -4.7927 1.8664 3.1984
H -4.1166 2.8357 4.4853
H -5.3617 1.5816 4.7202
H -2.6327 -1.1838 6.1803
H -1.9329 -2.6651 5.6624
C 2.1579 5.0959 0.5592
C 1.0721 4.0226 0.5030
C -0.0859 4.1022 1.5566
O -1.0084 2.9940 1.2162
C -2.0106 2.9179 2.2860
N 0.5253 4.0343 -0.8275
H 2.9332 4.9258 1.3063
H 1.6602 6.0522 0.7198
H 2.7405 5.1486 -0.3605
H 1.5896 3.0803 0.6828
H -0.6479 5.0337 1.4880
H 0.2841 4.0456 2.5803
H -2.5337 3.8504 2.4980
H -1.5869 2.5121 3.2046
H -2.8325 2.2844 1.9521
H 0.3042 4.9968 -1.0394
H 1.2823 3.8586 -1.4726



Record 3
23
Properties=species:S:1:pos:R:3 method="wB97M-V/def2-TZVPD" e_above_lowest_ev=4.796 multiplicity=1 gap_ha=0.361 lumo_energy_ev=1.0
C 1.4528 -0.2588 -0.2627
C 1.1938 1.7206 1.5284
C 1.3630 0.0736 -1.7246
C 0.8570 -1.5101 0.1830
O 0.5354 1.0904 0.4414
H 2.4191 -0.0180 0.1801
H 1.3307 1.0276 2.3659
H 0.5807 2.5574 1.8686
H 2.1678 2.1032 1.2113
H 1.6875 1.0929 -1.9207
H 0.2175 -1.9871 -0.5560
H 1.9918 -0.6232 -2.2849
H 0.3347 -0.0429 -2.0643
H 1.5738 -2.2058 0.6115
H -0.0119 -1.2184 0.9720
C -2.5151 -0.4362 0.7294
O -1.2692 -0.2742 1.3584
C -2.4631 -0.3140 -0.7315
C -2.4123 -0.1830 -1.9239
H -0.5042 0.5692 0.9044
H -2.9275 -1.4225 0.9829
H -3.2304 0.3119 1.1045
H -2.3719 -0.0527 -2.9732



Record 4
39
Properties=species:S:1:pos:R:3 method="wB97M-V/def2-TZVPD" e_above_lowest_ev=4.922 multiplicity=1 gap_ha=0.247 lumo_energy_ev=-1.6 smiles="O=[N+]([O-])c1ccc2nnnn2c1.COCCNCCOC"
O -2.9057 -0.3896 -0.0188
N -3.3050 0.3095 0.9492
O -4.2794 -0.0123 1.6584
C -2.5626 1.5087 1.1988
C -2.7667 2.3506 2.3330
C -1.9824 3.4650 2.5338
C -1.0330 3.8059 1.5336
N -0.1671 4.8286 1.3607
N 0.4903 4.5681 0.1871
N 0.0838 3.4498 -0.3661
N -0.8900 2.9528 0.4486
C -1.5798 1.7857 0.2639
H -3.5537 2.0707 3.0309
H -2.0333 4.1195 3.3985
H -1.3469 1.1827 -0.6100
C 2.3248 -4.6349 1.3891
O 2.3560 -3.3301 0.7976
C 1.5568 -2.3693 1.4643
C 1.7216 -1.0105 0.7906
N 1.2168 -0.9755 -0.5263
C 1.5127 0.2122 -1.2604
C 1.0962 -0.0140 -2.7014
O -0.2593 -0.4296 -2.6513
C -0.8515 -0.6248 -3.9286
H 3.0052 -5.2479 0.7878
H 2.6700 -4.6585 2.4422
H 1.3211 -5.1023 1.3756
H 0.4922 -2.6661 1.4220
H 1.8890 -2.2447 2.5146
H 1.2043 -0.2861 1.4448
H 2.7812 -0.7145 0.7257
H 0.3355 -1.4348 -0.7161
H 1.0107 1.1148 -0.8567
H 2.5979 0.3587 -1.2105
H 1.2130 0.9259 -3.2721
H 1.7269 -0.8175 -3.1198
H -1.8913 -0.9013 -3.7389
H -0.8299 0.2830 -4.5599
H -0.3685 -1.4279 -4.5137